[1]
Computed, not measured: C29H20F10N6OsS as an isolated structure, with ωB97M-V with the def2-TZVPD basis set.

The strongest force on any atom comes out at 0.01208 Eh/bohr. The calculation puts the HOMO energy at -13.322 eV. As for the net charge: +2. The value obtained for the total energy is -2932.5916 Ha. The energy above the lowest of the compared OMol25 structures with the same formula, charge and spin comes out at 0.00 kJ/mol. The HOMO-LUMO gap is 5.79 eV. The LUMO energy comes out at -7.53 eV.

The geometry in XYZ format:
```
67
Properties=species:S:1:pos:R:3:mulliken_charge:R:1
Os 1.275 -0.290 -0.360 -0.230
C 4.036 -0.867 -1.709 -1.068
N 3.444 -0.155 -0.549 0.155
C 3.792 1.297 -0.716 -0.942
C 2.683 1.922 -1.530 -0.546
N 1.412 1.511 -0.889 1.436
C 0.431 2.539 -0.879 -2.011
C -0.359 2.796 -1.988 0.636
F -0.252 2.008 -3.061 -0.387
C -1.283 3.822 -1.984 0.605
F -2.054 4.035 -3.037 -0.296
C -1.412 4.618 -0.853 0.509
F -2.296 5.596 -0.838 -0.277
C -0.621 4.384 0.263 0.466
F -0.749 5.140 1.341 -0.302
C 0.297 3.351 0.235 0.535
F 1.061 3.119 1.307 -0.337
C 3.989 -0.679 0.739 -1.096
C 3.104 -0.187 1.863 -0.523
N 1.707 -0.433 1.459 1.005
C 0.714 -0.335 2.464 -1.196
C -0.320 -1.268 2.495 0.305
F -0.313 -2.314 1.648 -0.430
C -1.330 -1.230 3.434 0.438
F -2.287 -2.146 3.405 -0.313
C -1.324 -0.248 4.411 0.646
F -2.279 -0.198 5.311 -0.266
C -0.288 0.677 4.433 0.309
F -0.266 1.624 5.352 -0.276
C 0.714 0.623 3.482 0.584
F 1.658 1.560 3.550 -0.351
H 5.120 -0.746 -1.704 0.381
H 3.638 -0.449 -2.632 0.326
H 3.805 -1.922 -1.677 0.419
H 4.753 1.383 -1.225 0.451
H 3.877 1.767 0.261 0.340
H 2.708 1.556 -2.560 0.346
H 2.762 3.007 -1.574 0.533
H 5.031 -0.382 0.877 0.349
H 3.958 -1.769 0.703 0.384
H 3.249 0.872 2.072 0.497
H 3.313 -0.731 2.786 0.612
N -2.659 -1.678 -1.174 -0.048
C -3.714 -0.767 -0.871 -0.153
C -5.009 -1.087 -1.230 -0.849
C -6.039 -0.210 -0.916 -0.687
C -5.763 0.974 -0.254 -0.867
C -4.455 1.293 0.094 -0.817
C -3.432 0.414 -0.213 1.074
S -1.788 0.844 0.274 0.202
N -0.827 -0.380 -0.489 -0.389
C -1.361 -1.461 -0.982 0.982
C -0.414 -2.571 -1.286 1.068
C -0.795 -3.807 -1.763 -0.874
C 0.147 -4.826 -1.838 -0.612
C 1.434 -4.581 -1.400 -1.254
C 1.751 -3.311 -0.960 -0.106
N 0.865 -2.309 -0.933 0.071
H -2.945 -2.549 -1.586 -0.027
H -5.219 -2.013 -1.752 0.460
H -7.055 -0.457 -1.192 0.426
H -6.562 1.660 -0.008 0.434
H -4.240 2.221 0.609 0.517
H -1.811 -4.016 -2.062 0.476
H -0.137 -5.802 -2.209 0.480
H 2.191 -5.352 -1.400 0.496
H 2.737 -3.090 -0.589 0.579
```

=====

[2]
Computed, not measured: C27H22FeN6S as an isolated structure, with ωB97M-V with the def2-TZVPD basis set.

The strongest force on any atom comes out at 0.00119 Eh/bohr. The calculation puts the HOMO energy (alpha / beta) at -13.933 / -13.943 eV. As for the net charge: +2. The value obtained for the total energy is -3032.1394 Ha. The HOMO-LUMO gap (alpha / beta) is 7.84 / 7.86 eV. The LUMO energy (alpha / beta) comes out at -6.09 / -6.08 eV.

The geometry in XYZ format:
```
57
Properties=species:S:1:pos:R:3:mulliken_charge:R:1
Fe -0.144 -0.560 -0.308 -0.233
C -1.230 -2.414 -2.931 -1.340
C -2.203 -2.323 -1.797 0.886
C -3.322 -3.159 -1.753 -0.731
C -4.170 -3.112 -0.667 -0.638
C -3.906 -2.210 0.359 -0.866
C -2.809 -1.387 0.243 1.235
N -1.960 -1.447 -0.820 0.265
C -2.518 -0.253 1.153 -0.143
C -3.376 0.351 2.058 -1.021
C -3.069 1.638 2.486 -0.644
C -2.034 2.344 1.883 -0.970
C -1.229 1.671 0.976 -0.115
N -1.389 0.359 0.798 0.626
C -0.408 2.247 -0.115 1.330
C -0.215 3.600 -0.298 -0.890
C 0.318 4.035 -1.504 -0.770
C 0.658 3.102 -2.464 -0.803
C 0.487 1.744 -2.201 0.993
C 0.902 0.699 -3.189 -1.574
N -0.053 1.330 -1.050 0.515
H -1.719 -2.183 -3.878 0.453
H -0.829 -3.425 -3.013 0.336
H -0.403 -1.720 -2.793 -0.025
H -3.504 -3.841 -2.572 0.502
H -5.032 -3.764 -0.615 0.464
H -4.555 -2.144 1.222 0.466
H -4.289 -0.131 2.376 0.413
H -3.709 2.133 3.203 0.468
H -1.908 3.401 2.070 0.441
H -0.501 4.306 0.469 0.463
H 0.462 5.091 -1.689 0.467
H 1.074 3.408 -3.414 0.512
H 0.031 0.313 -3.720 0.298
H 1.404 -0.131 -2.685 0.247
H 1.588 1.108 -3.927 0.530
N 3.114 -0.893 2.154 -0.035
C 3.573 0.346 1.740 0.135
C 4.691 1.075 2.128 -1.287
C 4.884 2.283 1.497 -0.501
C 3.994 2.735 0.512 -1.090
C 2.886 2.005 0.137 0.055
C 2.662 0.782 0.771 0.397
N 1.663 -0.194 0.623 0.316
C 1.999 -1.160 1.461 0.433
C 1.201 -2.367 1.530 -0.109
C 1.380 -3.516 2.227 -0.241
S 0.139 -4.619 1.837 -0.069
C -0.540 -3.488 0.775 -0.138
N 0.100 -2.348 0.703 0.229
H 3.551 -1.492 2.836 0.250
H 5.375 0.709 2.881 0.440
H 5.741 2.890 1.757 0.415
H 4.187 3.683 0.028 0.474
H 2.237 2.379 -0.634 0.489
H 2.158 -3.773 2.927 0.409
H -1.436 -3.713 0.217 0.282
```

=====

[3]
Computed, not measured: C42H40N2O6P2Pb as an isolated structure in a non-equilibrium geometry, with ωB97M-V with the def2-TZVPD basis set.

The strongest force on any atom comes out at 0.06724 Eh/bohr. The calculation puts the HOMO energy (alpha / beta) at -12.789 / -13.361 eV. As for the net charge: +2. The value obtained for the total energy is -3060.0345 Ha. The energy above the lowest of the compared OMol25 structures with the same formula, charge and spin comes out at 0.00 kJ/mol. The HOMO-LUMO gap (alpha / beta) is 4.21 / 3.60 eV. The LUMO energy (alpha / beta) comes out at -8.57 / -9.76 eV.

The geometry in XYZ format:
```
93
Properties=species:S:1:pos:R:3:mulliken_charge:R:1
Pb -1.147 2.435 3.417 1.284
C -2.438 -0.630 4.963 -0.499
C -1.521 -1.075 4.101 -0.524
C -1.781 -1.946 2.908 -0.834
C -2.076 -1.230 1.559 0.060
C -3.001 -0.055 1.614 -0.578
C -4.017 0.101 2.472 -0.291
C -4.517 -0.921 3.444 -1.204
C -3.913 -0.858 4.871 -0.526
C -2.336 3.582 1.977 -0.990
H -2.130 -0.081 5.864 0.524
H -0.460 -0.813 4.249 0.590
H -2.584 -2.668 3.113 0.424
H -0.861 -2.534 2.744 0.503
H -1.122 -0.917 1.099 -0.342
H -2.486 -1.993 0.871 0.332
H -2.820 0.714 0.851 0.652
H -4.575 1.043 2.489 0.527
H -4.423 -1.943 3.049 0.435
H -5.595 -0.715 3.567 0.418
H -4.428 -0.053 5.421 0.227
H -4.186 -1.799 5.387 0.382
H -2.709 4.485 2.477 0.393
H -3.165 2.916 1.706 0.276
H -1.721 3.811 1.093 0.441
P 4.725 -1.129 -3.158 0.144
P 2.298 -0.064 -5.493 0.260
C 3.678 -2.186 -4.197 -0.388
C 2.662 -1.768 -5.005 -0.404
C 6.323 -2.046 -3.144 0.416
C 6.417 -3.429 -3.354 0.053
C 7.662 -4.066 -3.321 -0.725
C 8.825 -3.328 -3.071 -0.468
C 8.738 -1.946 -2.860 -0.567
C 7.502 -1.301 -2.908 -0.320
C 4.058 -1.522 -1.477 0.614
C 2.765 -1.032 -1.192 -0.701
C 2.170 -1.311 0.037 -0.182
C 2.847 -2.085 0.990 -0.362
C 4.135 -2.562 0.712 -0.676
C 4.749 -2.262 -0.508 -0.375
C 2.375 -0.272 -7.345 0.568
C 3.657 -0.483 -7.893 -0.405
C 3.811 -0.695 -9.263 -0.637
C 2.693 -0.697 -10.107 -0.433
C 1.420 -0.477 -9.570 -0.621
C 1.261 -0.245 -8.198 -0.191
C 0.482 0.026 -5.234 0.529
C -0.078 1.310 -5.043 -0.429
C -1.454 1.447 -4.865 -0.588
C -2.283 0.318 -4.861 -0.541
C -1.727 -0.954 -5.044 -0.712
C -0.346 -1.102 -5.217 0.029
H 3.866 -3.264 -4.114 0.363
H 2.041 -2.527 -5.504 0.629
H 5.527 -4.029 -3.538 0.135
H 7.716 -5.142 -3.489 0.402
H 9.794 -3.831 -3.042 0.393
H 9.644 -1.371 -2.655 0.399
H 7.436 -0.222 -2.754 0.368
H 2.238 -0.444 -1.947 0.322
H 1.172 -0.922 0.257 0.279
H 2.374 -2.309 1.950 0.379
H 4.666 -3.165 1.448 0.388
H 5.763 -2.620 -0.705 0.322
H 4.526 -0.495 -7.231 0.356
H 4.808 -0.861 -9.677 0.377
H 2.817 -0.862 -11.180 0.392
H 0.544 -0.482 -10.221 0.389
H 0.261 -0.060 -7.798 0.309
H 0.573 2.186 -5.045 0.397
H -1.886 2.442 -4.730 0.426
H -3.359 0.427 -4.712 0.426
H -2.365 -1.838 -5.051 0.431
H 0.073 -2.100 -5.345 0.203
O -4.863 2.367 4.337 -0.600
C -4.014 2.752 5.151 0.519
O -2.714 2.767 5.014 -0.685
C -4.486 3.229 6.515 0.362
C -3.554 3.758 7.419 -0.348
C -3.950 4.224 8.686 -0.412
C -5.290 4.164 9.084 -0.157
C -6.228 3.626 8.194 -0.269
C -5.848 3.175 6.901 -0.554
N -7.597 3.531 8.626 0.989
O -7.874 3.946 9.774 -0.564
O -8.444 3.039 7.855 -0.577
N -2.955 4.781 9.561 1.001
O -1.772 4.824 9.161 -0.595
O -3.314 5.205 10.678 -0.563
H -2.501 3.806 7.140 0.571
H -5.592 4.522 10.061 0.626
H -6.588 2.776 6.213 0.605
```

=====

[4]
Computed, not measured: a 8-piece molecular cluster, C6H27NO7 overall in a non-equilibrium geometry, with ωB97M-V with the def2-TZVPD basis set.

The strongest force on any atom comes out at 0.04624 Eh/bohr. The calculation puts the HOMO energy at -9.603 eV. As for the net charge: 0. The SMILES is C=CC[C@H](C)NC.O.O.O.O.O.O.O. The value obtained for the total energy is -826.1601 Ha. The energy above the lowest of the compared OMol25 structures with the same formula, charge and spin comes out at 259.32 kJ/mol. The HOMO-LUMO gap is 9.80 eV. The LUMO energy comes out at 0.19 eV.

The geometry in XYZ format:
```
41
Properties=species:S:1:pos:R:3:mulliken_charge:R:1
C 1.288 -2.750 -2.478 -0.864
C 0.603 -1.753 -1.922 -0.089
C 1.341 -0.481 -1.506 -0.958
C 0.439 0.719 -1.189 0.171
C 0.817 1.989 -1.961 -1.250
N 0.550 0.893 0.289 -0.011
C -0.544 1.745 0.796 -0.996
H 0.864 -3.729 -2.627 0.293
H 2.340 -2.560 -2.554 0.278
H -0.462 -1.860 -1.740 0.277
H 2.020 -0.282 -2.339 0.449
H 1.955 -0.825 -0.681 0.378
H -0.613 0.472 -1.330 0.309
H 1.427 2.586 -1.289 0.026
H -0.053 2.652 -1.972 0.388
H 0.957 1.800 -3.019 0.485
H 1.476 1.180 0.567 0.203
H -0.603 1.608 1.870 0.035
H -0.363 2.789 0.541 0.384
H -1.458 1.396 0.319 0.439
O -0.350 -0.956 2.413 -0.688
H 0.275 -0.710 1.703 0.404
H -0.922 -0.183 2.334 0.313
O 0.741 3.546 2.965 -0.636
H 0.272 2.806 3.347 0.316
H 1.671 3.300 3.012 0.306
O 0.590 -4.623 1.496 -0.639
H 0.130 -4.342 2.297 0.351
H 1.501 -4.401 1.723 0.300
O -4.271 1.705 -2.856 -0.627
H -3.382 1.395 -3.030 0.311
H -4.406 1.386 -1.992 0.316
O -1.845 -3.573 2.307 -0.678
H -1.335 -3.669 1.491 0.312
H -1.507 -2.708 2.593 0.365
O 3.376 2.732 0.404 -0.634
H 3.907 3.521 0.531 0.318
H 3.022 2.690 -0.484 0.335
O -3.433 -0.828 0.644 -0.605
H -3.553 -1.787 0.646 0.331
H -2.465 -0.889 0.684 0.281
```